Entry P
Here is a single C7H7NOS molecule from the OMol25 dataset. Energies are from ωB97M-V with the def2-TZVPD basis set.

Summary:
E_HOMO   -8.6 eV

The geometry in XYZ format:
```
17
C7H7NOS ωB97M-V with the def2-TZVPD basis set
C -2.367 -0.227 0.012
C -2.194 1.142 0.128
C -1.274 -1.055 -0.187
C -0.934 1.710 0.050
C -0.012 -0.500 -0.275
C 0.157 0.880 -0.154
C 1.277 -1.227 -0.473
N 3.106 -0.328 1.076
O 1.419 1.337 -0.251
S 2.608 0.041 -0.323
H -3.356 -0.654 0.079
H -3.051 1.780 0.284
H -1.399 -2.124 -0.275
H -0.787 2.774 0.143
H 1.475 -1.964 0.305
H 1.349 -1.689 -1.458
H 3.985 0.104 1.320
```

Entry Q
Here is a single C7H7NOS molecule from the OMol25 dataset. Energies are from ωB97M-V with the def2-TZVPD basis set.

Summary:
E_HOMO   -8.6 eV

The geometry in XYZ format:
```
17
C7H7NOS ωB97M-V with the def2-TZVPD basis set
C -2.690 -0.204 0.095
N -2.487 -0.647 -1.066
O -1.396 -1.498 -1.051
C -0.605 -1.441 0.127
C 0.714 -0.854 -0.195
C 0.933 0.035 -1.286
C 2.285 0.519 -1.290
C 3.037 -0.085 -0.297
S 2.130 -1.217 0.619
C -1.568 -0.283 1.086
H -3.411 0.488 0.210
H -0.727 -2.337 0.675
H 0.142 0.533 -1.824
H 2.642 1.466 -1.746
H 4.062 -0.196 -0.318
H -0.977 0.557 1.242
H -1.814 -0.852 1.913
```

Relative calculated energies, zero for the most stable structure, unit hartree: entry P 0.0000; entry Q 0.0842.